Record 1
Molecular formula: CH2OS2
Method: DFT, ωB97M-V/def2-TZVPD

```
6
Properties=species:S:1:pos:R:3:forces:R:3
C 0.102 0.241 0.127 0.9 0.4 -1.7
H 0.327 2.319 -0.042 -0.6 -2.6 0.1
H -0.994 -1.694 0.164 0.0 -0.8 0.0
O -0.297 1.509 -0.013 1.2 3.1 0.4
S -1.473 -0.484 -0.027 -0.1 -0.8 0.5
S 1.624 -0.400 -0.022 -1.3 0.7 0.7
```
Positions in Å, forces in eV/Å.

Properties
- HOMO-LUMO gap (eV) = 9.2
- spin multiplicity = 1
- LUMO (eV) = 0.07
- charge = 0
- SMILES = OC(=S)S
- HOMO level (hartree) = -0.335

=====

Record 2
Molecular formula: C2H3LiOPd
Method: DFT, ωB97M-V/def2-TZVPD

```
8
Properties=species:S:1:pos:R:3:forces:R:3
O 0.640 -2.180 0.346 0.0 2.2 1.2
C 0.472 -1.130 0.866 -0.7 -0.6 -2.8
Pd -1.673 0.373 -0.899 -3.3 -2.7 1.2
Li -0.613 1.595 -1.955 1.8 2.4 -2.4
H 0.223 -0.793 1.859 0.1 -0.1 0.8
C 0.110 0.386 -0.145 1.1 -1.3 0.7
H -0.247 1.173 0.514 0.7 0.3 1.2
H 1.086 0.575 -0.586 0.2 -0.1 0.0
```
Positions in Å, forces in eV/Å.

Properties
- HOMO-LUMO gap (alpha / beta) (eV) = 5.6 / 7.3
- spin multiplicity = 4
- LUMO (alpha / beta) (eV) = -4.89 / -8.19
- charge = +1
- HOMO level (alpha / beta) (hartree) = -0.385 / -0.569

=====

Record 3
Molecular formula: C4H5ClO
Method: DFT, ωB97M-V/def2-TZVPD

```
11
Properties=species:S:1:pos:R:3:forces:R:3
C 1.023 0.023 -0.346 1.4 -0.5 -0.6
C 0.257 0.056 -1.444 -0.2 1.1 -0.1
C -1.153 -0.098 0.343 -0.9 0.3 0.1
C 0.275 -0.123 0.942 0.0 0.9 0.6
H 0.384 0.157 -2.563 0.4 -0.1 1.8
H -1.817 0.659 0.779 0.4 0.0 -0.1
H -1.723 -1.031 0.417 0.5 -0.1 0.0
H 0.539 -0.977 1.619 -0.3 0.2 -1.2
H 0.542 0.745 1.607 -0.6 -0.4 -0.7
O -1.049 0.217 -1.086 -0.7 -0.9 0.5
Cl 2.720 0.373 -0.267 0.0 -0.4 -0.2
```
Positions in Å, forces in eV/Å.

Properties
- HOMO-LUMO gap (eV) = 9.3
- spin multiplicity = 1
- LUMO (eV) = 0.97
- charge = 0
- SMILES = ClC1=COCC1
- HOMO level (hartree) = -0.306

=====

Record order is preserved below.
Energy above the lowest of the compared OMol25 structures with the same formula, charge and spin: 75.1, 3.4, 65.6 kJ/mol